# 1
192
Properties=species:S:1:pos:R:3 method="wB97M-V/def2-TZVPD" orbital_gap_ev="7.56 / 3.47" spin_multiplicity=2 energy_ha=-4789.258488 e_homo_ev="-10.57 / -10.57" charge=+1
O -4.702 -2.118 -2.781
O -2.285 -5.514 -2.468
O -1.670 5.251 3.672
O -1.444 3.317 -2.028
O 6.605 -3.307 0.387
O -2.560 3.663 -6.086
O -6.162 3.552 -0.224
O 1.796 1.891 -6.815
O 4.376 -0.340 -3.507
O 1.693 -4.152 -5.666
O 0.342 1.981 6.913
O 4.316 -3.631 5.716
O 2.628 2.484 4.610
O 2.755 -3.738 3.440
O 4.241 -2.874 -5.558
O -6.844 -3.590 -1.258
O -0.385 -2.104 4.730
O -5.013 0.628 -3.721
O 0.845 1.655 -1.428
O -5.618 -3.271 1.603
O 4.747 2.669 0.057
O -4.905 1.203 3.862
O 0.654 -5.952 -0.607
O -5.149 3.354 -5.053
O 5.399 -0.588 1.136
N 5.125 4.612 0.863
N 2.956 0.267 -5.928
N 2.073 1.762 -4.615
N 4.608 2.008 3.619
N -2.315 -4.168 -4.237
N -1.725 4.823 -0.543
N 3.162 4.314 0.191
N 0.487 4.735 3.088
N 4.119 1.255 5.674
N -0.481 -4.537 -3.212
N -0.692 -4.280 4.289
N -4.664 4.423 1.121
N -3.204 2.672 3.695
N -6.047 -1.884 3.353
N -4.458 -1.481 2.006
N 0.621 0.495 -0.705
N -2.271 -2.842 3.864
N -1.020 2.194 -5.505
N 0.046 0.814 4.954
N -4.476 2.318 0.466
N 1.275 -5.362 1.432
N -5.280 3.354 4.174
N 5.644 1.117 -2.280
N 0.209 4.816 -1.442
N 1.940 -4.245 -0.289
N 0.203 -0.153 6.788
N -0.195 4.188 5.046
N -1.064 2.917 -7.478
N 3.599 0.682 -1.706
C 0.208 0.984 6.262
C 3.626 -3.332 -4.376
C -6.033 -2.431 -3.255
C -1.579 3.018 -6.305
C -4.865 3.179 -3.637
C 3.729 1.948 4.621
C 1.278 -5.237 0.138
C -6.406 -3.756 -2.618
C 1.676 1.472 1.222
C -4.211 1.779 -3.528
C -0.325 -1.779 0.934
C 4.331 3.782 0.358
C 2.241 1.362 -5.882
C -5.100 3.441 0.438
C -1.052 -3.012 4.256
C 3.558 -2.516 5.394
C -0.762 1.461 1.232
C -5.458 -2.275 2.292
C 4.541 0.414 -2.526
C -1.655 -0.131 -1.587
C -1.753 -4.819 -3.281
C 0.469 0.638 0.727
C 0.375 -0.690 -2.814
C -0.995 4.285 -1.435
C 5.378 -3.112 0.972
C 4.869 -1.784 0.446
C 2.680 -4.457 -4.727
C -0.549 4.760 3.906
C -0.149 -0.532 -1.399
C 0.616 -0.698 1.493
C -0.070 -1.877 -0.654
C -4.456 2.322 3.957
C 3.173 -2.460 3.880
H 0.464 -0.599 2.568
H 2.352 -1.760 3.723
H -2.604 -3.560 3.238
H -2.131 0.188 -0.660
H 5.483 1.554 3.841
H -1.331 -1.549 1.286
H -5.114 5.322 1.019
H 3.359 -4.361 3.851
H -3.601 2.165 0.947
H -2.627 -1.908 3.719
H -1.538 2.166 -4.638
H -2.904 3.615 3.895
H 2.152 -3.813 -6.438
H 0.229 -4.571 4.586
H -5.672 -1.103 3.873
H 2.036 -4.231 -1.294
H 1.703 2.460 0.762
H -6.761 -1.634 -3.104
H 7.189 -2.729 0.883
H 6.311 1.358 -3.000
H -6.831 -2.469 3.604
H -4.112 3.914 -3.353
H -6.246 3.095 4.317
H 0.106 -1.620 -3.314
H 3.364 -5.171 -5.186
H 3.996 -2.160 3.231
H 0.508 5.544 -0.808
H -1.545 3.565 -8.085
H 2.687 0.260 -1.602
H -3.283 -4.256 -4.512
H 3.327 0.875 6.172
H -3.348 1.512 -4.139
H 0.439 1.554 4.390
H 3.024 -2.578 -3.869
H 2.278 -4.865 -3.800
H -0.401 1.451 -5.797
H 0.657 3.690 5.261
H 4.941 -2.356 -5.154
H -6.199 -3.093 -0.749
H -3.837 4.291 1.686
H 5.037 0.835 5.694
H -1.717 0.958 1.084
H 3.702 1.495 -1.114
H 1.448 -0.690 -2.617
H 4.941 -1.532 -0.612
H -0.023 -4.707 -2.328
H 4.680 -3.924 0.766
H -4.343 3.606 -5.509
H 0.857 4.485 -2.142
H -5.724 3.440 -3.018
H 4.895 5.581 1.031
H 1.610 -1.088 1.274
H 1.277 4.207 3.430
H 0.594 5.211 2.203
H 6.355 -0.557 1.063
H -1.728 0.678 -2.313
H 1.377 2.470 -4.430
H -3.863 1.697 -2.498
H -4.395 -0.566 2.429
H -0.536 1.572 2.292
H -0.117 -0.111 4.583
H 0.043 -1.000 6.261
H 0.130 -0.113 7.794
H -0.955 4.011 5.688
H -5.865 -2.648 -4.309
H -1.269 5.618 -0.117
H 1.813 -4.763 2.042
H -5.571 -4.454 -2.556
H -5.773 0.712 -3.141
H 2.576 -3.741 0.312
H 0.086 0.132 -3.468
H 4.321 -3.688 -3.616
H -7.264 -4.271 -3.050
H 3.215 -0.084 -6.839
H 3.564 0.023 -5.159
H -1.748 -3.462 -4.684
H 6.084 4.357 1.051
H 2.739 -2.613 6.107
H 2.591 0.977 0.897
H 0.101 -2.687 1.363
H -0.881 2.472 0.840
H 1.674 1.453 2.312
H -2.580 1.895 3.530
H -4.464 -1.188 -2.783
H -2.605 4.413 -0.268
H -1.232 -4.918 3.722
H 0.554 -5.858 1.935
H 0.982 -2.072 -0.862
H 0.003 -4.123 -3.995
H 5.084 -3.615 5.140
H 2.567 3.963 -0.546
H -3.912 -1.790 1.215
H -5.000 4.324 4.201
H 5.802 1.601 -1.408
H 4.134 -1.598 5.510
H 2.126 0.957 -4.007
H 4.444 2.432 2.718
H -2.227 -1.024 -1.840
H -0.634 -2.673 -1.141
H 2.864 5.039 0.829
H 0.006 2.114 -1.345
H 5.485 -3.140 2.056
H 3.809 -1.640 0.652
H -0.115 2.580 -7.560
H -4.720 1.607 -0.210

=====

# 2
62
Properties=species:S:1:pos:R:3 method="wB97M-V/def2-TZVPD" orbital_gap_ev="4.43 / 4.88" spin_multiplicity=2 energy_ha=-2379.576053 e_homo_ev="-12.86 / -12.88" charge=+2
Re -0.033 -0.027 0.089
I -1.222 -3.670 0.305
I -3.602 -1.043 0.383
N -1.102 2.159 2.327
N 2.099 -1.248 2.306
N 0.354 0.321 2.017
N -0.241 -0.211 -1.877
N 1.413 -1.364 0.044
N 1.416 -1.885 -2.261
N -1.274 1.501 0.061
N -1.825 1.535 -2.238
C 2.411 -3.352 -0.536
C 3.493 -5.459 -0.358
C -5.075 3.902 1.087
C -0.745 1.296 -5.185
C 1.953 0.843 3.600
C -3.206 2.615 -0.496
C -1.771 2.084 1.214
C -3.029 2.719 0.907
C 0.957 -0.002 -6.332
C 3.107 -4.175 1.661
C -0.919 0.699 -2.672
C 0.524 -0.447 -4.041
C -3.956 3.360 1.710
C 1.975 -1.904 1.190
C -3.293 -3.161 0.486
C -4.293 3.210 -1.110
C 0.630 -0.928 -2.682
C 1.516 -0.122 2.616
C -0.456 0.578 -4.035
C 3.225 2.055 5.198
C 1.139 3.005 4.394
C 1.224 -0.759 -5.195
C 2.270 3.067 5.206
C -0.014 1.503 2.626
C 0.980 1.875 3.607
C 3.095 0.936 4.379
C -5.228 3.843 -0.295
C -2.085 1.846 -0.995
C 2.929 -4.473 -1.164
C 3.566 -5.324 1.023
C -0.007 1.003 -6.327
C 1.711 -2.180 -1.023
C 2.527 -3.198 0.869
H 0.421 3.810 4.376
H 3.977 -6.127 1.613
H 1.517 -0.194 -7.234
H 2.409 3.918 5.856
H -3.804 3.424 2.776
H -4.412 3.183 -2.182
H -6.095 4.300 -0.745
H 3.881 -6.354 -0.818
H 4.091 2.144 5.837
H -3.837 -3.625 -0.329
H -1.501 2.065 -5.181
H 1.963 -1.546 -5.199
H 3.857 0.173 4.352
H -5.840 4.369 1.686
H -3.656 -3.513 1.445
H 2.892 -4.580 -2.236
H 3.180 -4.044 2.729
H -0.180 1.575 -7.226

=====

# 3
123
Properties=species:S:1:pos:R:3 method="wB97M-V/def2-TZVPD" orbital_gap_ev=7.81 energy_ha=-33009.539915 e_homo_ev=-9.05
I -0.429 2.492 1.486
Cl 10.043 -0.933 -6.047
Cl -10.629 2.330 -3.007
Cl -4.261 -7.018 -1.650
Cl 6.206 4.862 -6.156
Cl -0.502 2.620 5.169
Cl -11.551 2.680 -0.277
Cl -11.958 -0.774 -7.482
Cl 5.147 1.186 -2.041
Cl 9.137 0.755 -8.229
Cl 1.192 1.182 7.037
Cl -9.214 0.052 -7.946
Cl -10.340 1.462 6.606
Cl 2.636 -2.030 9.424
Cl 2.234 1.970 4.445
Cl 11.722 1.237 -6.998
Cl -11.505 -2.978 3.942
Cl 4.118 -6.116 3.408
Cl 3.849 -1.022 6.987
Cl -12.050 -4.596 6.289
Cl 4.164 1.492 0.674
Cl 8.921 -4.689 0.156
Cl 5.272 6.118 -3.711
Cl 4.807 3.839 -0.912
Cl 6.572 -3.117 0.818
Cl -7.899 0.868 5.151
Cl 13.254 2.665 -2.301
Cl 16.034 3.484 -2.476
Cl 18.133 0.857 -2.068
Cl -0.064 7.357 5.567
Cl 9.284 1.824 -5.534
Cl -13.294 1.459 -2.252
Cl 4.586 0.117 9.553
Cl 10.973 0.043 -2.557
Cl 2.525 6.792 4.382
Cl -10.967 0.020 -1.282
Cl -9.614 -1.294 6.052
Cl 1.706 3.982 6.471
Cl 20.482 -0.716 -2.731
Cl 7.126 -5.574 2.259
Cl 17.835 -1.704 -3.401
Cl 5.984 -7.899 4.737
Cl 5.432 -2.574 8.862
Cl -5.722 3.597 -4.630
Cl -10.807 -5.795 3.955
Cl -5.568 -6.417 -4.171
Cl -6.506 -5.177 -1.720
Cl 7.540 4.307 -3.638
Cl 2.476 2.232 -1.575
Cl 15.326 1.037 -1.083
Cl -11.406 1.781 -8.746
Cl 7.807 6.918 -4.878
Cl -3.950 -4.395 -2.856
Cl -7.579 1.387 -4.931
Cl 6.276 -5.679 -0.515
Cl -7.768 3.136 -2.623
Cl -10.480 0.441 3.892
Cl 0.696 8.624 3.067
Cl -10.814 1.396 -5.929
Cl 8.745 1.658 -1.631
Cl 15.101 1.178 -3.974
Cl -8.510 4.119 -5.252
Cl -13.595 -4.991 3.863
Cl 18.687 -1.601 -0.627
Cl 8.274 -0.566 -3.436
Cl 9.052 -1.068 -0.685
Cl 0.106 5.782 3.134
Cl 3.395 -7.354 5.932
Cl 3.571 -8.964 3.523
O -3.842 2.006 2.002
O -2.192 -2.923 1.988
C -5.071 -5.752 -2.599
C -0.107 1.051 -1.923
C 0.816 7.139 4.038
C -11.611 1.622 -1.705
C 4.149 2.187 -0.964
C -7.892 1.342 1.169
C 6.706 5.551 -4.596
C 10.047 0.721 -6.702
C 4.267 -7.583 4.400
C -4.268 -0.112 0.732
C 1.157 2.439 5.781
C 0.325 -0.981 1.320
C -10.848 0.614 -7.526
C -5.951 0.087 -1.390
C -7.395 3.059 -4.360
C -1.242 -0.637 1.384
C -3.292 0.979 1.451
C 14.929 2.091 -2.458
C -5.654 0.456 0.152
C -6.887 0.056 1.164
C 9.261 0.017 -2.077
C -3.830 -1.478 0.710
C 1.093 -0.430 0.009
C 0.010 2.340 -2.211
C 18.784 -0.791 -2.207
C 7.224 -4.765 0.680
C -4.742 -2.634 0.067
C 4.126 -1.377 8.707
C -2.394 -1.793 1.404
C 0.220 -0.438 -1.349
C -1.701 0.737 1.433
C -9.583 0.369 5.426
C -11.989 -4.590 4.512
H -6.456 0.003 2.247
H -0.138 3.439 -2.523
H -6.748 -0.760 -1.476
H -5.033 -0.266 -1.990
H 0.872 -0.611 2.265
H -6.386 0.994 -1.964
H 2.012 -1.132 -0.147
H 0.411 -2.141 1.321
H -0.758 -1.035 -1.294
H -5.844 -2.354 0.226
H -8.686 1.301 2.000
H -7.398 -0.924 0.856
H -7.286 2.322 1.356
H 1.554 0.609 0.258
H -4.464 -3.697 0.405
H -8.340 1.428 0.110
H -5.607 1.620 0.204
H 0.885 -0.943 -2.164
H -4.566 -2.602 -1.092

=====

# 4
69
Properties=species:S:1:pos:R:3 method="wB97M-V/def2-TZVPD" orbital_gap_ev="5.90 / 6.89" spin_multiplicity=6 energy_ha=-6798.531581 relative_energy_kj_mol=63.9 e_homo_ev="-4.62 / -5.77" charge=-1
Br 6.257 -2.682 -2.353
Fe -0.295 0.877 0.547
S 3.856 -3.450 2.474
S 0.953 -0.930 -0.521
F -1.786 -1.090 -8.400
F -3.718 -1.885 -7.971
F -3.556 0.007 -8.895
O 2.460 -1.171 2.285
O -2.244 -1.413 6.961
O 2.042 1.753 -2.655
O -0.472 -0.113 7.521
O -0.575 2.175 -0.951
N -2.122 -0.247 0.552
N -0.896 0.671 2.634
N 1.261 1.929 1.736
N 3.387 -1.684 0.416
C -1.984 -0.736 4.232
C -0.119 1.148 3.570
C 2.681 -0.509 -0.114
C -3.864 -1.394 -0.573
C -1.790 1.658 -3.014
C -1.285 -0.663 6.783
C -1.844 -0.270 2.947
C -2.599 -0.692 1.729
C -2.991 -0.755 -7.960
C 3.358 0.083 -1.336
C -4.375 -1.823 0.613
C 1.027 1.992 3.048
C 3.194 -2.098 1.699
C -3.294 1.165 -6.405
C 2.996 3.267 3.412
C -2.100 -0.316 -4.397
C -2.736 -0.568 -0.597
C -1.154 -0.209 5.234
C -1.175 1.915 -2.028
C 3.227 3.237 2.042
C -3.727 -1.508 1.793
C -2.934 -0.137 -6.604
C 4.479 -0.511 -1.978
C -2.394 -0.908 -5.595
C -0.235 0.758 4.908
C 4.213 -2.415 -0.477
C -2.274 1.055 -4.207
C 2.340 -1.125 3.737
C 2.664 1.009 -2.015
C -3.035 1.762 -5.167
C 1.862 2.672 3.926
C 4.817 -1.788 -1.537
C 2.308 2.557 1.248
H -1.630 -0.908 -3.632
H -2.055 -1.891 -5.853
H 2.452 2.427 0.193
H -3.730 1.729 -7.222
H 1.637 2.691 4.999
H 1.289 -1.301 3.955
H 4.902 -0.098 -2.870
H -4.268 -1.641 -1.522
H 4.081 3.717 1.648
H 0.394 1.180 5.670
H -3.257 2.833 -5.055
H 3.677 3.868 4.052
H 2.972 -1.870 4.195
H 2.712 0.209 0.697
H -2.628 -1.561 4.504
H -5.236 -2.421 0.622
H 4.538 -3.370 -0.028
H 2.613 -0.113 4.061
H -4.004 -1.888 2.773
H -2.271 -0.187 -1.481